C9H11LiN2O | wB97M-V/def2-TZVPD

## Properties
charge = 0
LUMO level = -2.477 eV
frontier orbital gap = 2.183 eV
HOMO level = -4.7 eV

Atoms and positions in Å:
N  4.063  -0.627  0.487
C  2.743  -0.331  -0.221
C  1.795  0.455  0.886
C  1.171  1.874  0.347
O  1.705  3.047  0.790
N  0.029  2.021  -0.654
C  -0.947  0.915  -0.320
C  -1.872  1.090  1.028
C  -2.896  -0.165  1.393
C  -2.918  -1.482  0.394
C  -1.992  -1.641  -0.957
C  -0.978  -0.399  -1.321
H  3.758  -1.195  1.333
H  2.861  0.244  -1.235
H  2.260  -1.392  -0.458
H  2.450  0.710  1.851
H  0.997  -0.328  1.249
H  0.385  1.949  -1.650
H  -1.749  2.062  1.676
H  -3.533  -0.050  2.368
H  -3.636  -2.361  0.680
H  -2.015  -2.573  -1.682
H  -0.247  -0.387  -2.250
Li  -1.436  -1.436  -3.736

Force components x, y, z for each atom (eV/Å):
N -2.5 0.2 -0.8
C 1.4 -1.3 1.1
C -0.8 0.5 0.6
C 3.2 5.4 3.0
O -3.3 -7.2 -3.0
N -0.1 -3.1 1.2
C -1.4 -1.7 -0.1
C -0.2 -4.1 -2.9
C 3.4 0.5 -3.7
C 1.7 2.2 -0.6
C 0.5 4.3 2.2
C -3.0 0.0 3.5
H 0.3 0.7 -1.2
H 0.0 -0.8 2.0
H 0.2 2.0 0.1
H -1.3 -0.3 -2.5
H 1.1 1.8 -0.8
H -0.5 0.0 1.6
H -0.3 -2.2 -1.5
H 1.2 -0.6 -2.2
H 1.6 1.9 -0.7
H -0.1 1.7 2.0
H -1.2 -0.1 2.2
Li -0.1 0.2 0.5

Now the Löwdin charges, all in e: -0.17 -0.43 -0.15 -0.28 -0.07 0.01 -0.17 0.03 -0.03 -0.07 -0.11 -0.09 -0.04 0.09 0.07 0.12 0.10 0.12 0.11 0.09 0.08 0.05 0.04 0.67